[1]
C13H26FeNO4P2 as an isolated structure, computed with ωB97M-V/def2-TZVPD.

Structure (XYZ):
```
47
Properties=species:S:1:pos:R:3:nbo_charge:R:1
Fe -0.04158 0.35013 0.50560 1.337
P 2.10203 -0.32321 0.85979 0.814
C 2.33048 -0.38350 -0.97559 -0.808
C 1.13376 -0.97707 -1.65230 0.269
N -0.07620 -0.62535 -1.15328 -0.650
C -1.21961 -1.03481 -1.75229 0.258
C -1.17583 -1.93705 -2.81369 -0.225
C 0.06408 -2.37838 -3.28408 -0.067
C 1.22993 -1.86761 -2.71651 -0.231
C -2.48769 -0.47384 -1.17531 -0.739
P -2.08307 1.00167 -0.12292 0.805
H 2.22451 -2.15299 -3.04641 0.257
H -2.11988 -2.26543 -3.23785 0.258
H 0.12273 -3.11418 -4.08052 0.261
H -3.18405 -0.16433 -1.96266 0.280
H -3.00320 -1.21031 -0.53885 0.291
H 2.49384 0.70936 -1.27407 0.350
H 3.23010 -0.97381 -1.17739 0.267
H 1.60937 2.83950 -0.89153 0.501
O 2.40366 2.37441 -1.34767 -0.983
H 2.33416 2.58736 -2.28956 0.495
H 0.10887 3.16653 0.70531 0.476
O 0.44892 3.60765 -0.10980 -0.948
H 0.44569 4.56050 0.08453 0.526
C -2.10392 2.32678 -1.37723 -0.933
H -3.04488 2.31925 -1.94528 0.265
H -1.98530 3.28885 -0.86495 0.267
H -1.27364 2.19414 -2.08619 0.260
C -3.46787 1.26758 1.00897 -0.944
H -3.36750 2.26984 1.45196 0.273
H -4.44327 1.18873 0.50714 0.278
H -3.42523 0.52836 1.82360 0.272
C 2.47752 -2.03263 1.34721 -0.933
H 3.39021 -2.36910 0.83545 0.269
H 2.61117 -2.06616 2.43638 0.271
H 1.64271 -2.69870 1.08641 0.274
C 3.45422 0.72516 1.44166 -0.944
H 3.24272 0.99182 2.48582 0.266
H 4.41495 0.19757 1.38369 0.273
H 3.50356 1.64506 0.84315 0.284
C -1.36305 -1.62583 4.00663 -0.276
O -0.97853 -0.60544 3.06461 -0.525
C -0.79188 -1.06573 1.79689 0.425
O -1.00657 -2.22605 1.45940 -0.558
H -0.63868 -2.44995 4.00322 0.208
H -2.36939 -1.98517 3.76046 0.207
H -1.36835 -1.13365 4.97807 0.224
```

Calculated values
Total energy = -76531.7630 eV
Spin multiplicity = 6
Max |F| = 3.4 eV Å⁻¹
Total charge = +2



[2]
One molecule with the formula C25H21N3O, computed with ωB97M-V/def2-TZVPD.

Structure (XYZ):
```
50
Properties=species:S:1:pos:R:3:nbo_charge:R:1
C 4.41685 2.11276 -6.88741 -0.644
C 4.83125 1.17519 -5.79599 0.225
C 3.89800 0.65572 -4.90438 -0.253
C 4.31659 -0.20602 -3.89598 0.014
C 3.36207 -0.76910 -2.93146 -0.078
C 3.68820 -0.85982 -1.58079 -0.178
C 2.78608 -1.37841 -0.67331 -0.195
C 1.54163 -1.83109 -1.09160 -0.005
C 0.54844 -2.34940 -0.09317 -0.517
C -0.18301 -1.18879 0.58983 0.689
O 0.11869 -0.03017 0.44210 -0.588
N -1.20050 -1.63497 1.38513 -0.625
C -2.08455 -0.89702 2.17858 0.235
C -2.06228 0.49307 2.24911 -0.268
C -2.97007 1.15618 3.05014 -0.165
C -3.91345 0.46195 3.80466 -0.075
C -4.87258 1.17687 4.65273 -0.080
C -5.22785 0.70842 5.91699 -0.167
C -6.13659 1.42495 6.67520 -0.250
C -6.66191 2.59395 6.14510 0.028
N -6.34106 3.04873 4.94568 -0.409
C -5.47725 2.36139 4.22516 0.045
C -3.92581 -0.92963 3.73069 -0.174
C -3.02807 -1.59973 2.92672 -0.268
C 1.21496 -1.74305 -2.43786 -0.210
C 2.11160 -1.21738 -3.34757 -0.141
C 5.67690 -0.51178 -3.83371 -0.268
C 6.52367 0.05103 -4.77018 0.051
N 6.12047 0.87200 -5.72529 -0.438
H 3.70170 1.62920 -7.55102 0.219
H 5.29003 2.41201 -7.45913 0.235
H 3.94180 2.99702 -6.46577 0.220
H 2.85911 0.93983 -4.98389 0.216
H 4.64585 -0.49638 -1.23776 0.215
H 3.04690 -1.42648 0.37401 0.211
H -0.18661 -2.99303 -0.58185 0.226
H 1.05646 -2.92635 0.68467 0.234
H -1.34104 -2.63538 1.42994 0.394
H -1.33430 1.04389 1.67824 0.259
H -2.93203 2.23359 3.10758 0.217
H -4.77959 -0.19508 6.30609 0.216
H -6.42573 1.08828 7.65907 0.219
H -7.36956 3.19547 6.70013 0.192
H -5.26421 2.76472 3.24350 0.193
H -4.65975 -1.49066 4.29043 0.214
H -3.05682 -2.67991 2.87398 0.204
H 0.24840 -2.08695 -2.77879 0.207
H 1.84770 -1.16900 -4.39408 0.208
H 6.05617 -1.18766 -3.08283 0.219
H 7.58514 -0.16295 -4.76165 0.191
```

Calculated values
Total energy = -32784.8662 eV
Max |F| = 0.5 eV Å⁻¹
Total charge = 0



[3]
C25H41HoN3P2 as an isolated structure, computed with ωB97M-V/def2-TZVPD.

Structure (XYZ):
```
72
Properties=species:S:1:pos:R:3:mulliken_charge:R:1
Ho 0.11718 0.34238 -0.08102 -0.491
C -0.88907 -1.67781 2.27882 0.972
C 0.37297 -1.79112 1.58990 0.184
C 0.63885 -0.40983 3.43349 0.195
C -0.72505 -0.77463 3.35439 0.839
C 1.33312 -1.02938 2.36008 1.099
C -2.05471 -2.57300 2.10757 -2.116
H -1.87132 -3.37022 1.36668 0.486
H -2.95780 -2.01150 1.80810 0.314
H -2.30161 -3.08617 3.06054 0.421
C -1.77917 -0.41719 4.33277 -1.870
H -2.76753 -0.42579 3.85721 0.350
H -1.61404 0.58156 4.75221 0.417
H -1.81404 -1.12425 5.17565 0.321
C 1.26871 0.32256 4.55516 -1.685
H 1.54693 -0.36002 5.37452 0.333
H 0.58991 1.07318 4.97909 0.376
H 2.18193 0.83365 4.23182 0.324
C 2.80709 -1.12976 2.25156 -1.771
H 3.21143 -1.87667 2.96413 0.324
H 3.29635 -0.16807 2.47296 0.373
H 3.13747 -1.44150 1.25072 0.260
C 0.71229 -2.79078 0.53608 -1.073
H 1.05303 -3.74246 0.98485 0.410
H 1.53411 -2.45046 -0.11694 0.136
H -0.15447 -3.03294 -0.10222 0.230
C -1.59477 1.37728 -2.16632 0.071
C -2.09936 0.24230 -3.11451 -0.204
C -1.13791 -0.49251 -4.06354 -1.037
C 0.35428 -0.57442 -3.69754 -1.211
C 0.66110 -0.64103 -2.15912 1.457
C 1.58490 0.58544 -1.75185 -1.102
C 1.10613 1.98975 -2.15755 -1.372
C -0.35635 2.19732 -2.64988 -1.672
H -1.21183 0.02178 -5.04325 0.502
H 0.89404 0.25634 -4.16899 0.378
H -1.55085 -1.49547 -4.26792 0.317
H -0.37303 2.15928 -3.75070 0.453
H -2.36895 2.16181 -2.29254 0.604
H -2.91182 0.62102 -3.76867 0.555
H -0.59333 3.26033 -2.45447 0.427
H 1.34685 2.74476 -1.37478 0.718
H 2.49822 0.37629 -2.31207 1.003
H 1.74539 2.32276 -3.00302 0.488
H 0.74989 -1.50125 -4.14552 0.478
H 1.21138 -1.57390 -1.95580 0.992
P -3.13181 -0.47712 -1.76344 0.707
C -4.83803 -0.08935 -1.43535 -1.238
C -2.83249 -2.19478 -1.38362 -0.907
P 3.32246 1.08760 -0.34910 0.858
C -1.98425 0.64884 -0.87179 -0.600
C 4.63186 0.02790 -1.06814 -1.354
C 4.06765 2.66889 -0.89613 -1.219
H -4.89547 0.62141 -0.59578 0.379
H -5.35867 -1.01521 -1.13764 0.432
H -5.35494 0.32330 -2.31357 0.404
H -1.90669 -2.58582 -1.83700 0.346
H -3.68763 -2.77663 -1.77987 0.517
H -2.79535 -2.34292 -0.28854 -0.089
H 3.58218 3.06536 -1.79678 0.314
H 5.13965 2.51140 -1.08585 0.526
H 3.94620 3.37317 -0.05960 0.353
H -2.27955 1.27079 -0.00131 0.760
H -0.35033 -0.85731 -1.66322 -1.283
H 5.25744 -0.30636 -0.22370 0.395
H 5.23262 0.60539 -1.78691 0.521
H 4.18021 -0.83406 -1.57438 0.353
N 0.21440 2.19265 1.15821 -0.397
C -0.16876 2.88431 2.05023 0.777
N -0.57559 3.75016 2.87241 -0.721
C -0.94664 3.51886 4.11418 0.516
N -1.29500 3.42186 5.23660 -0.553
```

Calculated values
Total energy = -75425.0787 eV
Spin multiplicity = 5
Max |F| = 7.0 eV Å⁻¹
Total charge = +1



[4]
One molecule with the formula C6H14N2, computed with ωB97M-V/def2-TZVPD.

Structure (XYZ):
```
22
Properties=species:S:1:pos:R:3:nbo_charge:R:1
C -2.50934 -1.03431 -0.15944 -0.248
N -1.33516 -1.46073 -0.37152 -0.197
N -0.29403 -0.64524 -0.37728 -0.257
C 1.03334 -1.22796 -0.59343 -0.213
C 1.73189 -1.40196 0.72278 -0.610
C -0.45153 0.82178 -0.36288 -0.053
C -0.72291 1.35306 1.06108 -0.618
C 0.74474 1.59848 -0.89726 -0.616
H -3.27976 -1.74385 -0.00191 0.181
H -2.76944 0.01614 -0.00604 0.146
H 0.93281 -2.20964 -1.01564 0.215
H 1.57275 -0.61184 -1.30237 0.190
H 2.78722 -1.68191 0.53775 0.205
H 1.28625 -2.20630 1.31783 0.218
H 1.72852 -0.45750 1.29033 0.197
H -1.31287 1.03814 -0.99523 0.191
H -1.00134 2.33737 0.80855 0.203
H -1.50666 0.83756 1.65633 0.224
H 0.24690 1.30778 1.60532 0.202
H 1.56743 1.40169 -0.24105 0.203
H 0.49192 2.64683 -0.79114 0.219
H 1.05929 1.32240 -1.88476 0.216
```

Calculated values
Total energy = -9427.4882 eV
Max |F| = 1.8 eV Å⁻¹
Total charge = 0